Density functional theory data (ωB97M-V/def2-TZVPD) for a cluster of 12 separate species, C4H32N2O12S in total.

Element x y z (Å)
S (2.39, -1.68, 1.93)
O (-2.43, -0.13, -0.36)
O (-3.40, 0.73, 2.79)
O (1.31, 3.98, -0.94)
O (-1.50, -2.92, -3.77)
O (2.70, 1.65, 1.54)
O (-2.79, -2.68, -0.91)
O (-1.07, 2.79, -1.26)
O (-0.79, 1.74, 3.68)
O (-0.75, 0.86, -3.04)
O (-2.13, -1.85, 1.85)
O (0.11, 2.99, 1.29)
O (-0.14, -2.26, -1.12)
N (1.77, -1.31, -1.64)
N (2.19, 1.07, -1.97)
C (0.66, -1.45, -0.81)
C (0.62, -1.26, 1.59)
C (0.49, -0.45, 0.33)
C (2.73, -0.16, -1.51)
H (1.85, 3.25, -0.76)
H (0.56, -0.64, 2.46)
H (3.00, 0.04, -0.43)
H (-1.73, -2.64, -0.94)
H (-2.18, 0.47, -1.05)
H (-2.91, -0.01, 2.63)
H (-0.84, 1.59, -2.41)
H (-1.03, -3.27, -3.00)
H (-0.70, 2.24, 4.48)
H (-0.28, 3.26, -1.36)
H (1.35, 1.23, -1.38)
H (1.36, 4.46, -0.11)
H (-2.21, -2.77, 1.81)
H (0.56, 2.89, 2.20)
H (1.94, -1.97, -2.34)
H (-3.28, -2.71, -1.74)
H (-3.57, 0.95, 1.89)
H (-2.79, -0.93, -0.76)
H (1.91, 0.98, -2.97)
H (-1.12, -2.11, -3.85)
H (-2.48, -1.52, 1.03)
H (-0.55, 0.06, 0.33)
H (2.76, -2.49, 0.88)
H (1.41, 0.25, 0.34)
H (3.17, 1.29, 2.22)
H (-0.04, -2.14, 1.54)
H (3.71, -0.57, -2.00)
H (-1.21, 1.14, -3.82)
H (-0.80, 2.66, 1.44)
H (1.70, 1.54, 1.69)
H (-1.71, 3.43, -0.98)
H (-1.70, 1.33, 3.74)

Summary:
energy above the lowest of the compared OMol25 structures with the same formula, charge and spin: 55.5 kcal/mol
Kohn-Sham gap: 9.2063 eV
F_max: 5.22 eV/Å
SMILES string: NCNC(=O)CCS.O.O.O.O.O.O.O.O.O.O.O
HOMO energy: -0.332 Ha
charge: 0